i | {"formula": "C5H12Si", "method": "ωB97M-V/def2-TZVPD", "spin_multiplicity": 1, "mol_weight_g_mol": 100.237, "gap_ev": [7.201, 7.991], "species": ["C", "C", "C", "C", "C", "Si", "H", "H", "H", "H", "H", "H", "H", "H", "H", "H", "H", "H"], "positions_angstrom": [[2.06616, -0.91221, -0.42854], [0.91955, -0.52652, -0.94104], [2.24040, -1.11951, 1.02830], [0.41513, -0.47260, -2.35024], [-2.26875, 1.97630, 1.04708], [-1.73347, 0.11578, 1.02044], [2.76534, -1.25970, -1.25602], [1.20835, -0.93949, 1.50838], [2.61033, -2.16480, 1.05078], [3.07747, -0.48457, 1.42813], [-0.46000, 0.25571, -2.42172], [1.31344, -0.14042, -2.97867], [0.05525, -1.51496, -2.54557], [-3.33009, 1.99328, 1.38349], [-1.75016, 2.82518, 1.54914], [-2.31687, 2.23300, 0.04405], [-1.31470, -0.76416, 2.07991], [-2.56725, -0.61766, 0.19453]]}

ii | {"formula": "C5H12Si", "method": "ωB97M-V/def2-TZVPD", "spin_multiplicity": 1, "mol_weight_g_mol": 100.237, "gap_ev": [8.251, 6.968], "species": ["C", "C", "C", "C", "C", "Si", "H", "H", "H", "H", "H", "H", "H", "H", "H", "H", "H", "H"], "positions_angstrom": [[-0.53136, 0.36260, -1.29293], [0.34300, 0.55024, 0.02222], [2.79224, 0.10209, -0.31099], [-3.27147, 0.19372, 0.58786], [1.50315, -0.36564, 0.25596], [-1.44540, -0.15941, 0.32454], [-0.84325, 1.17649, -1.94035], [0.07716, -0.40396, -1.83127], [0.61857, 1.54795, 0.26938], [2.62049, 0.54872, -1.34640], [3.35950, -0.83866, -0.51535], [3.53599, 0.60837, 0.33284], [-3.60333, -0.17730, 1.46896], [-3.56630, 1.28972, 0.28848], [-3.82435, -0.56239, -0.05252], [1.60769, -0.41592, 1.39593], [1.34465, -1.31794, -0.09190], [-0.49371, -3.06839, 1.01693]]}

Relative energies, kcal/mol: i 0.0; ii 23.1.

i | {"formula": "C4H12NS2", "method": "ωB97M-V/def2-TZVPD", "spin_multiplicity": 1, "charge": 1, "mol_weight_g_mol": 138.281, "smiles": "CCSSCC[NH3+]", "gap_ev": 9.089, "species": ["N", "C", "C", "S", "S", "C", "C", "H", "H", "H", "H", "H", "H", "H", "H", "H", "H", "H", "H"], "positions_angstrom": [[-2.28149, 0.49189, -0.62838], [-2.00098, 1.20136, 0.66029], [-0.88718, 0.55928, 1.45946], [0.72802, 1.18291, 0.95033], [0.99642, -0.01380, -0.79003], [1.27523, -1.68754, -0.22507], [0.93335, -2.64751, -1.39273], [-2.77381, -0.38563, -0.46525], [-2.83263, 1.14176, -1.18132], [-1.46758, 0.32590, -1.23551], [-2.92136, 1.07534, 1.24684], [-1.83314, 2.26181, 0.51913], [-0.90366, -0.53821, 1.43273], [-1.03468, 0.72347, 2.52511], [2.29522, -1.87487, 0.09980], [0.65719, -1.95742, 0.63886], [1.80045, -2.69732, -2.05168], [0.00327, -2.44852, -1.90177], [0.90984, -3.64306, -0.93826]]}

ii | {"formula": "C4H12NS2", "method": "ωB97M-V/def2-TZVPD", "spin_multiplicity": 1, "charge": 1, "mol_weight_g_mol": 138.281, "gap_ev": 7.770, "species": ["C", "C", "N", "H", "H", "H", "H", "H", "H", "C", "S", "S", "C", "H", "H", "H", "H", "H", "H"], "positions_angstrom": [[-1.60927, 0.49233, 1.95270], [0.49638, 1.64450, 1.62675], [-0.26912, 0.66335, 1.40437], [-1.65177, -0.48122, 2.43528], [-2.31328, 0.50557, 1.12366], [-1.80631, 1.28348, 2.66642], [0.17634, 2.42962, 2.30237], [1.46561, 1.69194, 1.15113], [0.03449, -0.08556, 0.74588], [1.50135, -2.26504, -0.89433], [-0.24097, -1.84111, -0.61293], [-0.79739, -0.95844, -2.36479], [-0.21221, 0.74324, -2.18495], [1.58027, -3.11168, -1.56900], [2.02527, -1.40965, -1.31487], [1.94267, -2.52511, 0.06634], [0.83532, 0.75552, -1.90141], [-0.31902, 1.20046, -3.16614], [-0.83836, 1.26777, -1.46648]]}

Relative energies, kcal/mol: i 0.0; ii 10.7.